[1]
Computed, not measured: an isolated molecule of C6H13NO in a non-equilibrium geometry, with ωB97M-V/def2-TZVPD.

```
21
Properties=species:S:1:pos:R:3:forces:R:3
C -1.068 0.573 -0.119 -0.4 -0.8 1.0
C 2.621 -0.750 0.177 -0.4 -0.1 -0.1
C -1.740 0.095 1.237 0.0 1.1 -1.0
C -1.686 -0.164 -1.311 0.2 0.3 -0.1
C 0.435 0.478 -0.078 0.4 -0.7 0.2
C 1.123 -0.666 0.100 -0.1 1.0 0.0
N 1.093 1.728 -0.081 0.1 0.1 0.0
O 0.520 -1.870 0.350 -1.2 -0.3 0.0
H -0.451 -1.720 0.427 1.2 -0.3 -0.1
H -1.313 1.634 -0.213 0.0 -0.1 0.1
H 0.733 2.359 -0.786 0.1 0.0 0.0
H 2.097 1.649 -0.149 0.0 0.1 -0.1
H 3.004 -0.221 1.052 0.1 0.0 0.0
H 2.895 -1.799 0.257 0.1 0.0 0.0
H 3.088 -0.330 -0.716 0.1 0.0 0.0
H -2.753 0.031 -1.355 -0.2 0.0 0.0
H -1.751 -0.972 1.433 0.2 -0.2 -0.1
H -2.787 0.394 1.192 -0.1 0.0 0.1
H -1.287 0.613 2.078 0.1 -0.1 0.1
H -1.543 -1.242 -1.251 0.0 -0.1 0.0
H -1.231 0.180 -2.243 -0.1 -0.1 0.0
```
Positions in Å, forces in eV/Å.

## Properties
Energy above the lowest of the compared OMol25 structures with the same formula, charge and spin (kcal per mole): 28.9
SMILES: C/C(O)=C(\N)C(C)C
Total charge: 0
HOMO energy (Eh): -0.266

Charges in e, computed with Löwdin, in the same order as the atoms: -0.35 -0.03 -0.05 -0.07 -0.30 -0.34 0.09 0.01 0.07 0.13 0.08 0.06 0.08 0.08 0.08 0.07 0.06 0.07 0.08 0.07 0.08

***

[2]
Computed, not measured: an isolated molecule of C6H13NO in a non-equilibrium geometry, with ωB97M-V/def2-TZVPD.

```
21
Properties=species:S:1:pos:R:3:forces:R:3
C 0.509 0.999 -1.287 0.0 0.5 -1.5
O 0.456 1.836 -2.458 -0.2 0.2 -0.4
C -0.550 -0.102 -1.257 0.5 -0.7 -0.5
C -0.181 -1.007 -0.074 0.4 -0.8 0.3
C -0.629 -0.581 1.301 -1.9 1.6 1.5
C 0.133 0.696 3.279 1.0 -0.2 0.6
C 0.427 -0.169 2.317 -1.0 0.4 -1.5
N -0.534 -0.822 -2.541 0.4 -0.3 -0.2
H 0.366 1.665 -0.436 0.4 -0.2 0.2
H 1.500 0.545 -1.373 0.0 -0.2 1.0
H 1.157 1.623 -3.104 -0.6 0.0 0.8
H -1.565 0.287 -1.173 0.0 0.3 0.4
H 0.915 -1.050 -0.009 0.0 -0.1 -0.3
H -0.483 -2.037 -0.288 -0.2 0.1 0.0
H -1.333 -1.188 1.897 0.6 -1.1 -0.8
H -1.363 0.251 1.240 0.6 0.2 -0.4
H 0.815 0.910 4.095 0.2 0.1 -0.2
H -0.811 1.217 3.359 -0.3 -0.3 -0.2
H 1.382 -0.594 2.024 0.3 0.0 1.0
H -0.538 -1.838 -2.482 -0.3 0.2 0.5
H 0.327 -0.637 -3.031 0.1 0.3 -0.3
```
Positions in Å, forces in eV/Å.

## Properties
Energy above the lowest of the compared OMol25 structures with the same formula, charge and spin (kcal per mole): 59.0
SMILES: C=CCC[C@H](N)CO
Total charge: 0
HOMO energy (Eh): -0.341

Charges in e, computed with Löwdin, in the same order as the atoms: -0.21 -0.08 -0.38 -0.18 -0.23 -0.01 -0.18 0.04 0.13 0.12 0.09 0.14 0.10 0.11 0.12 0.11 0.05 0.06 0.10 0.07 0.05

***

[3]
Computed, not measured: a structure of composition C6H13NO in a non-equilibrium geometry, with ωB97M-V/def2-TZVPD.

```
21
Properties=species:S:1:pos:R:3:forces:R:3
C -1.820 -0.337 -1.444 -0.6 -0.3 0.3
C -0.959 -0.476 -2.428 0.2 0.1 -0.5
C -2.284 -0.650 0.824 -0.4 -0.1 0.1
N -1.471 -0.691 -0.130 -0.8 0.1 -0.5
H -2.853 -0.068 -1.618 -0.2 0.3 0.0
H 0.051 -0.803 -2.254 0.2 -0.1 0.1
H -1.266 -0.251 -3.437 0.0 0.0 -0.1
H -1.959 -1.014 1.792 0.0 0.1 0.1
H -3.301 -0.295 0.679 -0.2 0.0 0.1
H -0.199 -1.024 0.034 2.7 -0.2 0.4
C 1.712 -0.285 0.662 0.1 0.3 0.0
O 0.896 -1.231 0.053 -0.8 -0.3 -0.1
C 1.083 1.102 0.780 -0.2 -0.1 0.1
C 2.076 2.164 1.221 0.1 -0.2 0.2
H 2.644 -0.180 0.088 0.0 -0.1 0.0
H 2.017 -0.603 1.672 0.0 0.0 0.0
H 0.271 1.037 1.510 -0.1 0.1 0.0
H 0.628 1.358 -0.179 0.0 0.1 -0.1
H 1.625 3.147 1.355 -0.1 0.0 -0.1
H 2.896 2.251 0.511 0.0 0.1 -0.1
H 2.523 1.872 2.172 0.0 0.1 0.1
```
Positions in Å, forces in eV/Å.

## Properties
Energy above the lowest of the compared OMol25 structures with the same formula, charge and spin (kcal per mole): 66.9
Total charge: 0
HOMO energy (Eh): -0.316

Charges in e, computed with Löwdin, in the same order as the atoms: -0.19 0.07 0.05 -0.04 0.10 0.07 0.06 0.10 0.09 -0.01 -0.35 -0.19 -0.27 -0.12 0.11 0.11 0.10 0.10 0.07 0.07 0.07

***

[4]
Computed, not measured: an isolated molecule of C6H13NO in a non-equilibrium geometry, with ωB97M-V/def2-TZVPD.

```
21
Properties=species:S:1:pos:R:3:forces:R:3
C -0.205 0.249 0.276 -0.2 0.0 0.3
C 0.337 0.041 -1.167 0.0 0.0 0.0
C -1.380 1.249 0.259 -0.1 0.1 0.0
C 0.882 0.812 1.210 0.2 0.0 0.2
C 1.605 -0.805 -1.285 0.1 -0.1 -0.3
C -0.695 -1.075 0.848 -0.6 -0.6 1.2
O -0.642 -0.589 -2.003 -0.3 0.2 0.1
N -1.223 -1.156 2.023 0.5 0.0 -1.4
H -1.390 0.020 -2.120 0.4 -0.3 0.1
H 0.551 1.022 -1.608 0.0 0.1 0.3
H -1.485 -2.131 2.221 0.1 0.4 -0.1
H -0.582 -1.985 0.233 0.0 0.5 0.0
H -1.029 2.257 0.006 0.1 -0.2 0.0
H -2.153 0.973 -0.464 0.0 0.0 0.0
H -1.874 1.311 1.236 0.2 -0.2 -0.1
H 1.381 1.677 0.758 -0.1 -0.1 0.0
H 1.642 0.062 1.453 -0.1 0.1 -0.1
H 0.454 1.139 2.165 -0.1 -0.1 -0.3
H 2.349 -0.582 -0.519 -0.2 0.0 0.0
H 2.077 -0.613 -2.256 -0.1 0.0 0.2
H 1.379 -1.877 -1.265 -0.1 0.2 0.2
```
Positions in Å, forces in eV/Å.

## Properties
Energy above the lowest of the compared OMol25 structures with the same formula, charge and spin (kcal per mole): 27.1
SMILES: [H]/N=C/C(C)(C)[C@@H](C)O
Total charge: 0
HOMO energy (Eh): -0.362

Charges in e, computed with Löwdin, in the same order as the atoms: -0.50 -0.40 -0.05 -0.05 -0.04 -0.17 -0.05 0.11 0.09 0.14 0.05 0.12 0.09 0.08 0.08 0.09 0.08 0.09 0.07 0.08 0.08